Entry from the Open Molecules 2025 dataset: a single C5H8N2 molecule (ωB97M-V/def2-TZVPD).

Properties
HOMO-LUMO gap = 9.812 eV
maximum force = 0.34 eV/Å
SMILES = CC1=CN=N[C@H]1C
HOMO = -9.31 eV
relative energy (zero: lowest compared OMol25 entry of this formula, charge and spin) = 147.0 kJ/mol

Geometry (Å):
N (-0.790, 1.772, 1.260)
N (-1.481, 0.732, 1.179)
C (-0.728, -0.323, 0.477)
C (0.495, 1.553, 0.679)
C (-1.570, -0.744, -0.732)
C (0.606, 0.307, 0.205)
C (1.820, -0.356, -0.361)
H (-2.577, -0.997, -0.386)
H (-1.146, -1.614, -1.242)
H (1.221, 2.358, 0.689)
H (-1.653, 0.082, -1.444)
H (1.621, -0.863, -1.312)
H (-0.635, -1.171, 1.170)
H (2.620, 0.374, -0.521)
H (2.197, -1.112, 0.338)

Force components x, y, z for each atom (eV/Å):
N -0.16 -0.30 -0.03
N 0.20 0.27 0.00
C 0.05 0.00 0.01
C 0.15 -0.10 -0.08
C 0.00 -0.05 -0.06
C -0.08 0.15 0.11
C 0.02 0.00 -0.03
H 0.17 0.00 -0.08
H 0.01 0.14 0.08
H -0.11 -0.13 0.00
H 0.05 -0.11 0.10
H -0.05 0.08 0.13
H -0.02 0.11 -0.04
H -0.14 -0.12 0.01
H -0.08 0.07 -0.12



Entry from the Open Molecules 2025 dataset: 2 unconnected molecules or ions with the total composition C5H14N2O (ωB97M-V/def2-TZVPD).

Properties
HOMO-LUMO gap = 9.203 eV
maximum force = 3.96 eV/Å
SMILES = CNC(C)=O.CCN
HOMO = -8.42 eV
relative energy (zero: lowest compared OMol25 entry of this formula, charge and spin) = 224.9 kJ/mol

Geometry (Å):
O (-1.083, 1.294, -0.385)
N (0.314, 1.206, 1.435)
N (0.044, -0.215, -2.201)
C (0.519, -2.451, -1.260)
C (-1.681, -0.178, 1.431)
C (0.720, -0.951, -1.221)
C (1.104, 2.322, 0.962)
C (-0.696, 0.666, 0.638)
H (1.497, 2.897, 1.803)
H (0.259, -0.510, -0.127)
H (-2.376, -0.661, 0.749)
H (1.936, 1.964, 0.354)
H (-0.544, -2.695, -1.209)
H (1.770, -0.660, -1.151)
H (1.029, -2.933, -0.428)
H (0.265, 1.048, 2.429)
H (0.912, -2.851, -2.196)
H (-0.909, -0.551, -2.305)
H (-1.157, -0.941, 2.004)
H (-2.251, 0.453, 2.116)
H (0.500, 2.975, 0.333)
H (-0.173, 0.772, -1.770)

Force components x, y, z for each atom (eV/Å):
O 0.76 -1.31 1.32
N -0.28 -0.36 -0.40
N -0.78 2.49 -0.38
C 0.06 0.20 -0.18
C 0.44 -0.70 -0.45
C -0.94 0.81 3.07
C 0.04 -0.01 -0.13
C -1.61 3.53 0.77
H -0.05 -0.17 -0.06
H 1.31 -1.76 -1.94
H 0.01 0.00 -0.01
H 0.12 0.08 0.02
H 0.00 -0.02 0.02
H 0.04 -0.12 -0.15
H 0.01 -0.05 0.01
H 0.05 -0.22 -0.21
H 0.00 -0.05 0.02
H 0.08 -0.33 -0.12
H -0.06 -0.07 0.11
H 0.14 0.13 -0.14
H -0.07 0.03 0.04
H 0.73 -2.07 -1.21



Entry from the Open Molecules 2025 dataset: 2 unconnected molecules or ions with the total composition C5H11NO (ωB97M-V/def2-TZVPD).

Properties
HOMO-LUMO gap = 10.891 eV
maximum force = 0.57 eV/Å
SMILES = C/N=C/O.C=CC
HOMO = -9.75 eV
relative energy (zero: lowest compared OMol25 entry of this formula, charge and spin) = 170.3 kJ/mol

Geometry (Å):
O (-1.503, -1.421, 0.538)
N (-1.157, 0.509, -0.651)
C (1.621, -1.795, 1.073)
C (-1.924, -0.373, -0.172)
C (1.881, 0.641, 0.559)
C (1.674, -0.793, 0.196)
C (-1.798, 1.605, -1.342)
H (2.844, 0.981, 0.160)
H (-3.015, -0.360, -0.274)
H (-2.897, 1.523, -1.370)
H (1.896, 0.774, 1.646)
H (-1.538, 2.545, -0.843)
H (-0.547, -1.295, 0.710)
H (-1.425, 1.654, -2.370)
H (1.082, 1.247, 0.122)
H (1.673, -1.604, 2.144)
H (1.557, -2.828, 0.744)
H (1.574, -1.009, -0.869)

Force components x, y, z for each atom (eV/Å):
O 0.14 0.07 0.19
N -0.36 -0.37 0.25
C 0.08 0.07 -0.11
C -0.03 0.36 -0.16
C 0.01 0.04 0.05
C 0.08 -0.16 0.12
C -0.07 0.19 -0.14
H -0.14 0.04 0.02
H 0.09 -0.07 -0.03
H 0.18 0.01 -0.02
H -0.02 0.01 -0.16
H -0.04 -0.08 -0.14
H -0.07 -0.20 -0.17
H -0.06 0.07 0.12
H 0.17 -0.02 0.09
H 0.09 -0.06 -0.15
H -0.14 0.11 0.08
H 0.09 -0.01 0.15



Entry from the Open Molecules 2025 dataset: a single C4H6N4 molecule (ωB97M-V/def2-TZVPD).

Properties
HOMO-LUMO gap = 10.246 eV
maximum force = 5.98 eV/Å
SMILES = c1[nH]nnc1N1CC1
HOMO = -9.51 eV
relative energy (zero: lowest compared OMol25 entry of this formula, charge and spin) = 404.8 kJ/mol

Geometry (Å):
N (2.393, 0.405, 0.058)
N (1.480, -1.531, 0.123)
N (-0.891, -1.035, 0.200)
N (2.557, -0.889, 0.061)
C (-1.591, 0.097, 0.759)
C (0.493, -0.569, 0.047)
C (-1.907, -0.366, -0.672)
C (1.035, 0.683, -0.055)
H (-2.729, -0.941, -0.968)
H (-0.999, 1.165, 0.690)
H (3.108, 0.905, -0.246)
H (0.758, 1.731, -0.367)
H (-1.403, 0.335, -1.281)
H (-2.304, 0.011, 1.653)

Force components x, y, z for each atom (eV/Å):
N -5.51 -2.30 0.35
N -1.65 1.33 -0.20
N 1.47 1.48 0.36
N 3.74 -1.41 0.67
C -1.38 2.50 0.00
C -2.09 -1.67 -0.18
C 2.27 0.91 2.73
C 1.22 1.15 -0.58
H -0.94 -0.63 -0.34
H -1.83 -2.86 0.74
H 3.83 2.92 -1.35
H -0.06 -1.62 0.85
H -0.27 0.37 -1.52
H 1.20 -0.19 -1.52



Entry from the Open Molecules 2025 dataset: a molecular structure, C2H5NO (ωB97M-V/def2-TZVPD).

Properties
HOMO-LUMO gap = 10.386 eV
maximum force = 5.04 eV/Å
HOMO = -9.82 eV
relative energy (zero: lowest compared OMol25 entry of this formula, charge and spin) = 303.8 kJ/mol

Geometry (Å):
O (-1.336, -1.188, 0.136)
N (0.353, -0.456, -1.213)
C (0.040, 0.544, 0.983)
C (-0.426, -0.394, -0.096)
H (0.918, 0.360, -1.573)
H (0.326, 1.708, 0.362)
H (1.185, -0.083, 1.484)
H (-1.017, 0.526, 1.941)
H (-0.043, -1.018, -2.024)

Force components x, y, z for each atom (eV/Å):
O 0.73 0.79 -0.77
N 0.16 0.35 -3.12
C 0.83 1.14 1.83
C -0.60 -1.20 1.21
H -1.06 -1.33 1.12
H -0.82 -3.52 2.63
H -3.75 2.44 -1.45
H 3.88 0.43 -3.19
H 0.64 0.89 1.75



Entry from the Open Molecules 2025 dataset: 2 unconnected molecules or ions with the total composition C25H25BrO2 (ωB97M-V/def2-TZVPD).

Properties
HOMO-LUMO gap = 2.798 eV
maximum force = 1.45 eV/Å
HOMO = -5.49 eV

Geometry (Å):
Br (-5.675, 0.484, -3.857)
O (0.441, -3.180, 0.341)
O (-1.658, -2.535, 0.907)
C (3.335, 0.426, 2.187)
C (0.961, 0.844, 1.748)
C (-1.560, 3.689, -1.495)
C (0.740, 3.228, -2.112)
C (0.523, -3.491, 1.746)
C (-4.286, -0.970, -1.826)
C (-0.780, -2.635, 0.036)
C (-3.186, -1.598, -1.268)
C (1.908, -4.050, 1.987)
C (-0.153, 1.334, 1.023)
C (-4.187, -0.400, -3.109)
C (-0.808, -2.227, -1.349)
C (-2.992, -0.511, -3.852)
C (-1.891, -1.153, -3.306)
C (-0.599, 4.862, -3.493)
C (-0.219, 2.122, -0.155)
C (-1.437, 2.836, -0.420)
C (0.675, -0.006, 2.868)
C (2.343, 1.134, 1.518)
C (0.840, 2.287, -1.095)
C (-0.469, 3.906, -2.348)
C (1.671, -0.589, 3.623)
C (-1.930, -1.672, -1.960)
C (3.015, -0.419, 3.265)
C (4.079, -1.134, 4.042)
H (-0.370, -0.179, 3.116)
H (1.604, 3.464, -2.741)
H (-1.012, 5.830, -3.171)
H (-1.272, 4.481, -4.276)
H (2.694, -3.549, 1.402)
H (0.095, -2.413, -1.909)
H (-0.236, -4.246, 2.017)
H (2.170, -3.991, 3.053)
H (0.373, 5.052, -3.961)
H (0.339, -2.571, 2.332)
H (-5.224, -0.920, -1.286)
H (5.066, -1.012, 3.579)
H (4.156, -0.771, 5.079)
H (-1.119, 1.146, 1.498)
H (-2.493, 4.239, -1.668)
H (1.735, 1.675, -0.997)
H (-2.257, 2.720, 0.286)
H (-3.249, -2.052, -0.285)
H (3.876, -2.215, 4.109)
H (1.925, -5.116, 1.714)
H (2.617, 1.924, 0.821)
H (-0.972, -1.290, -3.885)
H (1.416, -1.216, 4.485)
H (4.386, 0.525, 1.897)
H (-2.945, -0.097, -4.853)

Force components x, y, z for each atom (eV/Å):
Br -0.10 0.09 -0.07
O -0.47 -0.04 0.92
O 0.87 -0.07 -0.68
C -0.22 0.15 0.16
C 0.63 -0.37 0.87
C 0.08 0.05 0.02
C -0.22 -0.16 0.09
C 0.33 0.03 0.04
C 0.42 0.15 -0.65
C -0.42 0.28 -0.28
C 0.02 0.28 -0.39
C 0.34 -0.54 0.13
C -0.14 0.12 -0.13
C 0.83 -0.46 0.27
C 0.32 -0.25 1.00
C -0.36 -0.10 0.43
C -0.11 -0.23 0.76
C 0.05 0.33 -0.34
C -0.27 0.38 -0.71
C 0.39 -0.44 0.33
C -0.04 0.36 -0.34
C -0.28 -0.36 -0.18
C -0.05 0.30 0.32
C 0.09 0.04 0.14
C -0.08 0.07 -0.11
C -1.16 0.53 -0.69
C -0.12 -0.10 -0.14
C 0.43 -0.27 0.17
H 0.15 -0.07 -0.06
H -0.34 -0.34 0.10
H 0.10 -0.28 -0.01
H 0.16 -0.02 0.28
H -0.35 0.05 0.19
H 0.08 0.08 -0.08
H 0.20 0.47 -0.12
H -0.06 0.01 -0.20
H -0.18 -0.03 0.08
H 0.02 -0.58 -0.33
H 0.03 0.00 -0.03
H -0.21 -0.01 0.09
H -0.12 0.00 -0.33
H 0.21 -0.04 -0.15
H 0.36 -0.31 0.08
H -0.21 0.24 -0.07
H 0.08 -0.02 -0.18
H -0.06 0.19 -0.22
H -0.02 0.35 -0.09
H 0.12 0.32 0.02
H -0.01 -0.36 0.04
H -0.35 0.20 0.17
H 0.08 0.24 -0.37
H -0.41 0.22 0.19
H -0.03 -0.06 0.09



Number 1: energy -304.7795 hartree. Number 2: energy -383.6150 hartree. Number 3: energy -327.0665 hartree. Number 4: energy -374.9072 hartree. Number 5: energy -209.1066 hartree. Number 6: energy -3692.0316 hartree.